The following is a DFT calculation (the ωB97M-V functional and the def2-TZVPD basis) of 6 unconnected molecules or ions with the total composition C25H43INO8PS5.

Results
E, eV: -116053.642

Element x y z (Å)
C: 3.083 -3.665 -2.183
C: 1.800 -2.830 -2.169
P: 1.859 -1.518 -3.465
C: 2.758 -0.153 -2.616
C: 2.305 0.214 -1.183
C: 0.086 -1.030 -3.614
C: -0.767 -1.727 -4.377
I: -0.189 -3.408 -5.509
C: -2.215 -1.368 -4.459
O: -2.891 -1.566 -5.438
C: -2.756 -0.768 -3.211
C: -4.077 -0.928 -2.821
C: -4.486 -0.373 -1.619
C: -3.604 0.335 -0.817
N: -4.031 0.872 0.464
C: -4.523 0.020 1.193
O: -4.922 -0.679 2.004
C: -2.297 0.540 -1.230
C: -1.894 -0.027 -2.426
C: -0.491 0.148 -2.908
O: 0.097 1.192 -2.755
H: 3.848 -3.230 -1.549
H: 3.455 -3.824 -3.192
H: 2.833 -4.639 -1.766
H: 1.627 -2.415 -1.180
H: 0.955 -3.477 -2.398
H: 3.777 -0.534 -2.540
H: 2.777 0.707 -3.277
H: 3.081 0.054 -0.445
H: 2.062 1.275 -1.177
H: 1.379 -0.274 -0.905
H: -4.766 -1.494 -3.428
H: -5.514 -0.505 -1.314
H: -1.599 1.089 -0.616
C: 0.125 -1.888 3.165
S: -0.909 -0.806 2.178
O: -0.212 -0.596 0.875
C: -0.634 0.663 3.170
H: 0.136 -2.868 2.699
H: 1.137 -1.481 3.198
H: -0.291 -1.972 4.167
H: 0.432 0.884 3.210
H: -1.028 0.500 4.173
H: -1.157 1.494 2.706
C: 7.049 -0.273 -1.694
S: 6.566 -1.197 -0.230
O: 5.146 -1.593 -0.417
C: 6.574 0.208 0.890
H: 7.063 -0.963 -2.535
H: 6.326 0.521 -1.881
H: 8.045 0.144 -1.547
H: 5.883 0.970 0.528
H: 7.584 0.610 0.959
H: 6.253 -0.143 1.869
C: -2.026 -6.514 2.674
S: -2.239 -4.732 2.585
O: -1.832 -4.181 3.904
C: -4.034 -4.751 2.555
H: -0.960 -6.721 2.743
H: -2.533 -6.899 3.558
H: -2.430 -6.972 1.772
H: -4.409 -5.254 3.447
H: -4.376 -5.264 1.656
H: -4.379 -3.719 2.541
C: -3.449 5.557 -1.752
S: -1.830 4.776 -1.829
O: -0.912 5.743 -2.483
C: -2.278 3.549 -3.059
H: -3.386 6.394 -1.059
H: -3.729 5.920 -2.741
H: -4.182 4.836 -1.388
H: -2.637 4.044 -3.962
H: -3.049 2.894 -2.651
H: -1.391 2.966 -3.288
C: -0.353 6.038 4.338
S: 0.496 4.754 3.411
O: -0.469 3.639 3.228
C: 1.610 4.272 4.736
H: -1.133 6.450 3.701
H: -0.799 5.610 5.235
H: 0.355 6.824 4.601
H: 1.033 3.961 5.607
H: 2.259 5.111 4.987
H: 2.214 3.440 4.379

***

The following is a DFT calculation (the ωB97M-V functional and the def2-TZVPD basis) of a molecular structure, C25H43N4OP3Pm.

Results
E, eV: -79042.738
Multiplicity: 5
Net charge: +1

Element x y z (Å)
C: 4.537 -1.786 1.479
C: 3.921 -0.566 1.413
C: 4.000 0.261 0.188
C: 4.052 -0.505 -1.071
C: 4.429 -1.866 -0.988
C: 4.797 -2.431 0.233
C: 3.564 0.172 -2.211
C: 3.159 1.542 -2.162
C: 3.182 2.145 -0.807
C: 2.199 3.225 -0.627
C: 1.787 4.019 -1.670
C: 1.971 3.523 -2.983
C: 2.524 2.261 -3.183
H: 4.841 -2.276 2.404
H: 4.514 -2.486 -1.899
H: 5.292 -3.438 0.252
H: 3.376 -0.413 -3.132
H: 1.356 5.034 -1.534
H: 1.652 4.119 -3.842
H: 2.502 1.820 -4.221
N: 3.836 1.622 0.240
Pm: -0.303 -0.930 -0.934
C: 2.858 -0.100 2.378
H: 2.731 1.019 2.302
H: 3.018 -0.405 3.402
C: 1.492 3.140 0.706
H: 2.159 2.664 1.463
H: 1.160 4.118 1.060
P: 1.294 -0.829 1.630
P: 0.094 1.925 0.351
C: -0.937 2.876 -0.846
H: -1.932 2.414 -0.896
H: -1.034 3.923 -0.484
H: -0.518 2.891 -1.854
C: -0.894 2.215 1.852
H: -1.439 3.161 1.731
H: -1.609 1.387 1.955
H: -0.248 2.283 2.739
C: 1.621 -2.647 1.669
H: 1.907 -2.891 2.700
H: 0.694 -3.203 1.417
H: 2.403 -2.971 0.977
C: 0.205 -0.715 3.084
H: -0.826 -0.947 2.776
H: 0.545 -1.473 3.808
H: 0.245 0.281 3.523
H: 1.375 -0.179 -0.951
H: 0.024 0.426 -2.330
C: -4.358 -1.001 2.634
N: -4.247 -2.023 1.580
C: -3.807 -3.280 2.222
P: -3.529 -1.629 0.183
O: -2.082 -1.133 0.323
N: -3.386 -3.029 -0.653
C: -2.097 -3.313 -1.346
C: -4.593 -3.612 -1.259
N: -4.437 -0.588 -0.703
C: -5.194 0.506 -0.071
C: -3.845 -0.170 -2.005
H: -3.396 -0.471 2.834
H: -4.677 -1.530 3.531
H: -5.146 -0.257 2.383
H: -3.782 -4.110 1.456
H: -2.810 -3.199 2.698
H: -4.557 -3.517 2.970
H: -1.223 -3.378 -0.646
H: -2.221 -4.334 -1.756
H: -1.878 -2.618 -2.184
H: -5.309 -3.913 -0.478
H: -5.107 -2.886 -1.929
H: -4.301 -4.507 -1.841
H: -4.528 1.232 0.459
H: -5.701 1.027 -0.892
H: -5.941 0.121 0.630
H: -2.929 0.423 -1.888
H: -3.634 -1.051 -2.638
H: -4.615 0.435 -2.501

***

The following is a DFT calculation (the ωB97M-V functional and the def2-TZVPD basis) of a molecular structure, C25H44AlBClF3KN2NaO23S.

Results
E, eV: -136211.486

Element x y z (Å)
C: -1.272 -0.356 2.346
C: -0.223 -0.376 3.632
O: 0.114 1.004 4.012
C: 1.163 1.569 3.099
O: 2.424 1.365 3.479
N: 0.660 2.342 1.914
C: 1.671 2.561 0.827
C: 1.314 1.712 -0.569
C: -0.098 2.197 -1.266
C: -1.193 0.946 -1.438
C: -2.648 1.563 -1.002
C: -3.819 0.448 -0.722
C: -5.328 1.138 -0.878
C: -5.981 1.592 0.571
C: -4.815 2.225 1.547
O: -5.331 2.919 2.743
C: -4.236 3.891 3.073
C: -0.121 3.582 2.282
O: 0.708 4.744 2.670
C: -0.138 5.927 2.923
F: -1.021 5.747 4.134
F: -0.939 6.378 1.760
F: 0.790 7.053 3.293
H: -2.257 0.267 2.575
H: -0.754 0.102 1.401
H: -1.531 -1.498 2.139
H: -0.719 -0.921 4.557
H: 0.779 -0.960 3.366
H: 1.677 3.703 0.481
H: 2.779 2.298 1.081
H: 2.175 2.015 -1.335
H: 1.407 0.550 -0.429
H: 0.032 2.688 -2.329
H: -0.541 3.044 -0.569
H: -1.233 0.716 -2.598
H: -0.859 0.027 -0.785
H: -3.009 2.300 -1.852
H: -2.471 2.136 0.029
H: -3.703 -0.146 0.286
H: -3.729 -0.357 -1.589
H: -5.307 2.116 -1.556
H: -6.036 0.359 -1.398
H: -6.607 0.753 1.097
H: -6.739 2.487 0.352
H: -4.034 1.427 1.934
H: -4.266 3.060 0.896
H: -4.410 4.408 4.109
H: -4.160 4.762 2.260
H: -3.240 3.238 3.042
H: -0.912 3.839 1.426
H: -0.792 3.336 3.239
O: 3.056 7.084 1.088
Cl: 3.261 6.439 -0.195
O: 2.787 5.071 -0.130
O: 4.675 6.446 -0.518
O: 2.527 7.157 -1.219
C: 5.514 0.081 -3.740
C: 5.404 0.149 -2.220
C: 5.055 -1.200 -1.588
C: 3.711 -1.681 -2.113
N: 2.597 -2.079 -2.548
H: 4.563 -0.202 -4.202
H: 5.792 1.059 -4.145
H: 6.276 -0.644 -4.046
H: 4.643 0.893 -1.953
H: 6.357 0.501 -1.810
H: 5.001 -1.101 -0.499
H: 5.822 -1.945 -1.825
Al: 1.161 8.645 -0.405
O: -3.685 6.890 3.959
H: -3.481 7.448 3.193
H: -2.851 6.431 4.143
C: 2.717 -5.225 -3.144
C: 3.856 -6.079 -2.559
O: 4.992 -5.487 -2.892
H: 2.774 -5.159 -4.238
H: 1.749 -5.675 -2.894
H: 2.718 -4.205 -2.737
H: 3.668 -7.100 -2.926
H: 3.615 -6.186 -1.490
B: 0.561 -8.879 -0.251
O: 0.346 -10.040 0.619
C: 0.523 -11.131 -0.138
O: 0.419 -12.275 0.275
C: 0.848 -10.744 -1.486
O: 1.069 -11.501 -2.417
O: 0.877 -9.408 -1.582
O: -0.633 -8.029 -0.294
C: -0.264 -6.818 0.144
O: -1.020 -5.864 0.238
C: 1.136 -6.825 0.480
O: 1.777 -5.879 0.908
O: 1.653 -8.041 0.254
O: -3.605 -1.482 -5.988
S: -2.439 -1.089 -5.176
O: -2.877 -0.787 -3.801
O: -1.809 0.106 -5.765
O: -1.464 -2.195 -5.149
O: -4.610 4.565 6.760
H: -4.309 5.181 6.075
H: -3.797 4.315 7.224
Na: 5.661 -7.645 -1.384
K: 4.461 -1.778 -4.154